The following is a DFT calculation (ωB97M-V with the def2-TZVPD basis set) of a 2-piece molecular cluster, C4H8O2 overall at a distorted geometry.

Summary:
SMILES string: C=CC.O=CO
ΔE to the lowest compared entry with this formula, charge and spin in kJ/mol: 392.8
Energy in hartree: -307.56281
Net charge: 0

Each line ends with the Mulliken charge.
Geometry (Å):
C -1.1758 1.1743 0.7106  -0.8344
C -0.5754 0.0704 0.2733  0.3352
C -1.0545 -0.8132 -0.8338  -1.1940
H -0.7929 1.7304 1.5595  0.2785
H -2.0824 1.5548 0.2478  0.2879
H 0.2467 -0.4536 1.1240  0.2686
H -0.6575 -0.4720 -1.7924  0.2510
H -2.1448 -0.8503 -0.8907  0.4125
H -0.6949 -1.8343 -0.6819  0.2969
O 1.6816 -0.7776 1.1983  -0.6683
C 1.5514 0.2013 0.3699  0.2064
O 1.9769 0.0845 -0.8972  -0.4032
H 1.6162 1.2479 0.6850  0.4153
H 2.1053 -0.8627 -1.0725  0.3479